# 1
DFT (ωB97M-V/def2-TZVPD) results for an isolated molecule of C4H6N2S.

Computed properties:
Highest occupied orbital energy = -8.606 eV
LUMO level = 0.83 eV

Bonds (Å) are listed after each position.
CARTESIAN COORDINATES (ANGSTROEM)
1 S 0.498 1.638 0.790  C2 1.790, H8 1.358
2 C -0.884 0.773 0.050  S1 1.790, C3 1.519, C7 1.508, H9 1.099
3 C -1.133 -0.718 0.199  C2 1.519, C4 1.490, C7 1.524, H10 1.070
4 C 0.027 -1.571 0.583  C3 1.490, N5 1.291, H11 1.087
5 N 1.007 -1.531 -0.256  C4 1.291, N6 1.373
6 N 0.698 -0.634 -1.248  N5 1.373, C7 1.429, H12 1.015
7 C -0.638 -0.142 -1.123  C2 1.508, C3 1.524, N6 1.429, H13 1.079
8 H -0.107 1.803 1.994  S1 1.358
9 H -1.796 1.378 -0.056  C2 1.099
10 H -2.122 -1.073 0.399  C3 1.070
11 H 0.100 -2.198 1.468  C4 1.087
12 H 1.000 -0.980 -2.152  N6 1.015
13 H -1.211 -0.032 -2.030  C7 1.079

=====

# 2
DFT (ωB97M-V/def2-TZVPD) results for a cluster of 6 separate species, C6H20NO6 in total.

Computed properties:
Highest occupied orbital energy = -12.952 eV
Net charge = +1
LUMO level = -5.33 eV

Bonds (Å) are listed after each position.
CARTESIAN COORDINATES (ANGSTROEM)
1 O -1.365 1.931 -3.147  C2 1.210
2 C -0.438 1.153 -3.136  O1 1.210, C3 1.559, H9 1.007
3 C -0.263 -0.190 -2.365  C2 1.559, C4 1.507, H10 1.074, H11 1.167
4 C -1.158 -0.450 -1.181  C3 1.507, C5 1.552, H12 1.107, H13 1.207
5 C -1.112 0.545 0.010  C4 1.552, C6 1.348, N8 1.447
6 C -1.551 1.814 -0.109  C5 1.348, H14 1.114, H15 1.053
7 C 0.452 1.007 1.779  N8 1.358, H16 1.077, H17 1.035
8 N -0.187 0.079 1.021  C5 1.447, C7 1.358, H18 1.012
9 H 0.282 1.173 -3.839  C2 1.007
10 H 0.791 -0.228 -2.158  C3 1.074
11 H -0.401 -1.064 -3.125  C3 1.167
12 H -0.867 -1.213 -0.433  C4 1.107
13 H -2.254 -0.507 -1.684  C4 1.207
14 H -1.932 2.260 -1.056  C6 1.114
15 H -1.483 2.705 0.448  C6 1.053
16 H 1.421 0.785 2.195  C7 1.077
17 H 0.002 1.928 1.928  C7 1.035
18 H 0.172 -0.867 1.036  N8 1.012
19 H 3.521 0.527 -2.585  O21 0.935
20 H 2.664 0.734 -1.233  O21 1.022
21 O 3.455 1.039 -1.805  H19 0.935, H20 1.022
22 H -0.811 -0.747 3.401  O24 0.862
23 H -0.220 -1.980 4.054  O24 0.988
24 O -0.761 -1.603 3.318  H22 0.862, H23 0.988
25 H 3.608 2.559 1.352  O27 0.963
26 H 3.651 2.423 -0.188  O27 1.023
27 O 3.027 2.655 0.590  H25 0.963, H26 1.023
28 H -2.882 -3.061 2.044  O30 0.916
29 H -3.812 -2.189 1.323  O30 0.940
30 O -3.377 -3.022 1.274  H28 0.916, H29 0.940
31 H -0.154 -2.924 0.870  O33 0.960
32 H 1.387 -2.923 0.714  O33 0.977
33 O 0.595 -2.350 0.690  H31 0.960, H32 0.977

=====

# 3
DFT (ωB97M-V/def2-TZVPD) results for a cluster of 11 separate species, C46H126N13O27P7 in total.

Computed properties:
Highest occupied orbital energy (spin up / spin down) = -0.706 / -4.415 eV
Multiplicity = 2
Net charge = -1
LUMO level (spin up / spin down) = 1.76 / 1.76 eV

Bonds (Å) are listed after each position.
CARTESIAN COORDINATES (ANGSTROEM)
1 O 1.475 -0.581 4.646  P2 1.515
2 P 2.150 -0.930 5.957  O1 1.515, N3 1.703, N6 1.731, N9 1.709
3 N 3.153 0.319 6.536  P2 1.703, C4 1.493, C5 1.468
4 C 3.594 0.480 7.953  N3 1.493, H12 1.090, H13 1.090, H14 1.090
5 C 3.878 1.176 5.589  N3 1.468, H15 1.090, H16 1.090, H17 1.090
6 N 3.170 -2.328 6.004  P2 1.731, C7 1.468, C8 1.510
7 C 4.544 -2.256 5.491  N6 1.468, H18 1.090, H19 1.090, H20 1.090
8 C 2.396 -3.605 5.779  N6 1.510, H21 1.090, H22 1.090, H23 1.090
9 N 0.988 -1.105 7.198  P2 1.709, C10 1.525, C11 1.470
10 C 1.237 -2.015 8.396  N9 1.525, H24 1.090, H25 1.090, H26 1.090
11 C -0.233 -0.296 7.317  N9 1.470, H27 1.090, H28 1.090, H29 1.090
12 H 3.821 1.518 8.195  C4 1.090
13 H 4.536 -0.016 8.188  C4 1.090
14 H 2.837 0.002 8.575  C4 1.090
15 H 4.840 0.714 5.370  C5 1.090
16 H 4.122 2.191 5.903  C5 1.090
17 H 3.374 1.197 4.623  C5 1.090
18 H 5.036 -3.197 5.740  C7 1.090
19 H 4.532 -1.897 4.462  C7 1.090
20 H 5.071 -1.571 6.155  C7 1.090
21 H 2.741 -4.285 6.558  C8 1.090
22 H 1.315 -3.466 5.753  C8 1.090
23 H 2.641 -4.145 4.864  C8 1.090
24 H 2.293 -2.100 8.651  C10 1.090
25 H 0.836 -1.664 9.346  C10 1.090
26 H 0.791 -2.993 8.212  C10 1.090
27 H 0.046 0.687 7.695  C11 1.090
28 H -0.983 -0.641 8.030  C11 1.090
29 H -0.614 -0.066 6.322  C11 1.090
30 O 2.650 -1.232 -0.629  P31 1.504
31 P 1.586 -0.211 -0.924  O30 1.504, N32 1.673, N35 1.712, N38 1.729
32 N 0.072 -0.844 -1.254  P31 1.673, C33 1.460, C34 1.451
33 C -1.095 -0.032 -1.586  N32 1.460, H41 1.090, H42 1.090, H43 1.090
34 C -0.348 -1.982 -0.458  N32 1.451, H44 1.090, H45 1.090, H46 1.090
35 N 1.884 0.828 -2.251  P31 1.712, C36 1.473, C37 1.493
36 C 1.602 0.368 -3.622  N35 1.473, H47 1.090, H48 1.090, H49 1.090
37 C 2.846 1.958 -2.092  N35 1.493, H50 1.090, H51 1.090, H52 1.090
38 N 1.294 0.873 0.391  P31 1.729, C39 1.407, C40 1.464
39 C 0.576 2.076 0.254  N38 1.407, H53 1.090, H54 1.090, H55 1.090
40 C 1.646 0.493 1.760  N38 1.464, H56 1.090, H57 1.090, H58 1.090
41 H -1.906 -0.651 -1.971  C33 1.090
42 H -0.863 0.690 -2.368  C33 1.090
43 H -1.499 0.478 -0.711  C33 1.090
44 H -0.348 -1.648 0.579  C34 1.090
45 H 0.385 -2.783 -0.554  C34 1.090
46 H -1.340 -2.329 -0.744  C34 1.090
47 H 2.534 -0.090 -3.954  C36 1.090
48 H 0.857 -0.426 -3.576  C36 1.090
49 H 1.262 1.159 -4.291  C36 1.090
50 H 3.616 2.015 -2.862  C37 1.090
51 H 2.240 2.856 -1.971  C37 1.090
52 H 3.344 1.869 -1.126  C37 1.090
53 H 0.369 2.328 -0.786  C39 1.090
54 H -0.373 2.020 0.786  C39 1.090
55 H 1.083 2.920 0.721  C39 1.090
56 H 2.279 -0.394 1.727  C40 1.090
57 H 0.740 0.423 2.362  C40 1.090
58 H 2.291 1.242 2.219  C40 1.090
59 O -3.771 3.207 1.823  P60 1.460
60 P -4.614 2.044 2.086  O59 1.460, N61 1.758, N64 1.713, N67 1.645
61 N -3.784 0.503 2.249  P60 1.758, C62 1.442, C63 1.537
62 C -4.497 -0.750 2.221  N61 1.442, H70 1.090, H71 1.090, H72 1.090
63 C -2.255 0.358 2.200  N61 1.537, H73 1.090, H74 1.090, H75 1.090
64 N -5.694 1.585 0.838  P60 1.713, C65 1.459, C66 1.470
65 C -5.102 1.333 -0.472  N64 1.459, H76 1.090, H77 1.090, H78 1.090
66 C -7.088 1.146 0.994  N64 1.470, H79 1.090, H80 1.090, H81 1.090
67 N -5.537 2.161 3.442  P60 1.645, C68 1.475, C69 1.455
68 C -6.306 3.416 3.537  N67 1.475, H82 1.090, H83 1.090, H84 1.090
69 C -5.105 1.658 4.737  N67 1.455, H85 1.090, H86 1.090, H87 1.090
70 H -3.864 -1.583 2.528  C62 1.090
71 H -4.807 -0.944 1.194  C62 1.090
72 H -5.278 -0.772 2.980  C62 1.090
73 H -1.813 -0.159 3.051  C63 1.090
74 H -1.836 1.365 2.194  C63 1.090
75 H -1.954 -0.140 1.278  C63 1.090
76 H -4.100 1.730 -0.636  C65 1.090
77 H -5.106 0.291 -0.791  C65 1.090
78 H -5.825 1.817 -1.130  C65 1.090
79 H -7.533 1.174 0.000  C66 1.090
80 H -7.239 0.120 1.329  C66 1.090
81 H -7.623 1.866 1.613  C66 1.090
82 H -5.627 4.198 3.879  C68 1.090
83 H -6.713 3.555 2.536  C68 1.090
84 H -7.106 3.382 4.276  C68 1.090
85 H -5.070 0.569 4.749  C69 1.090
86 H -5.792 1.830 5.567  C69 1.090
87 H -4.114 2.038 4.985  C69 1.090
88 C 4.486 -3.291 -2.504  N89 1.498, H92 1.090, H93 1.090, H94 1.090
89 N 3.072 -3.423 -2.982  C88 1.498, O90 1.233, O91 1.214
90 O 2.322 -4.059 -2.238  N89 1.233
91 O 2.710 -2.985 -4.055  N89 1.214
92 H 4.399 -3.082 -1.438  C88 1.090
93 H 4.986 -2.445 -2.976  C88 1.090
94 H 5.150 -4.153 -2.568  C88 1.090
95 C 5.780 -0.667 0.688  N96 1.513, H99 1.090, H100 1.090, H101 1.090
96 N 6.260 -0.104 2.008  C95 1.513, O97 1.199, O98 1.249
97 O 5.618 0.770 2.519  N96 1.199
98 O 7.368 -0.472 2.452  N96 1.249
99 H 4.702 -0.511 0.718  C95 1.090
100 H 6.135 -1.697 0.712  C95 1.090
101 H 6.216 0.060 0.002  C95 1.090
102 C -0.850 -1.921 -5.038  N103 1.515, H106 1.090, H107 1.090, H108 1.090
103 N -0.928 -2.632 -6.373  C102 1.515, O104 1.253, O105 1.217
104 O -1.347 -1.928 -7.321  N103 1.253
105 O -0.699 -3.824 -6.459  N103 1.217
106 H -0.223 -2.537 -4.393  C102 1.090
107 H -1.858 -1.752 -4.660  C102 1.090
108 H -0.426 -0.949 -5.290  C102 1.090
109 C -0.634 5.864 0.138  N110 1.517, H113 1.090, H114 1.090, H115 1.090
110 N -1.677 6.659 -0.626  C109 1.517, O111 1.234, O112 1.209
111 O -2.801 6.169 -0.768  N110 1.234
112 O -1.350 7.768 -0.980  N110 1.209
113 H -1.096 4.978 0.575  C109 1.090
114 H -0.254 6.522 0.919  C109 1.090
115 H 0.166 5.476 -0.492  C109 1.090
116 C -5.441 3.601 -6.355  C117 1.500, H127 1.090, H128 1.090, H129 1.090
117 C -4.543 2.725 -5.533  C116 1.500, O118 1.443, H130 1.090, H131 1.090
118 O -3.221 3.034 -6.023  C117 1.443, P119 1.664
119 P -1.942 2.644 -5.032  O118 1.664, O120 1.475, O121 1.610, O124 1.617
120 O -2.315 1.672 -3.988  P119 1.475
121 O -0.683 2.137 -5.896  P119 1.610, C122 1.421
122 C -0.834 1.148 -6.906  O121 1.421, C123 1.609, H132 1.090, H133 1.090
123 C 0.597 0.538 -7.316  C122 1.609, H134 1.090, H135 1.090, H136 1.090
124 O -1.506 4.140 -4.601  P119 1.617, C125 1.406
125 C -0.426 4.236 -3.705  O124 1.406, C126 1.493, H137 1.090, H138 1.090
126 C 0.368 5.361 -4.283  C125 1.493, H139 1.090, H140 1.090, H141 1.090
127 H -5.358 3.438 -7.430  C116 1.090
128 H -6.447 3.307 -6.058  C116 1.090
129 H -5.336 4.673 -6.189  C116 1.090
130 H -4.687 2.738 -4.453  C117 1.090
131 H -4.814 1.695 -5.763  C117 1.090
132 H -1.544 0.420 -6.513  C122 1.090
133 H -1.271 1.549 -7.820  C122 1.090
134 H 0.619 -0.440 -7.797  C123 1.090
135 H 1.112 1.245 -7.967  C123 1.090
136 H 1.259 0.494 -6.451  C123 1.090
137 H -0.912 4.447 -2.752  C125 1.090
138 H 0.133 3.335 -3.456  C125 1.090
139 H -0.234 6.266 -4.362  C126 1.090
140 H 1.276 5.593 -3.726  C126 1.090
141 H 0.628 5.019 -5.285  C126 1.090
142 C 5.936 4.404 -1.138  C143 1.519, H153 1.090, H154 1.090, H155 1.090
143 C 5.324 4.405 0.252  C142 1.519, O144 1.418, H156 1.090, H157 1.090
144 O 4.649 5.647 0.370  C143 1.418, P145 1.590
145 P 3.061 5.690 0.290  O144 1.590, O146 1.481, O147 1.635, O150 1.591
146 O 2.491 5.005 -0.894  P145 1.481
147 O 2.458 5.090 1.686  P145 1.635, C148 1.391
148 C 3.098 5.406 2.879  O147 1.391, C149 1.545, H158 1.090, H159 1.090
149 C 3.599 4.043 3.406  C148 1.545, H160 1.090, H161 1.090, H162 1.090
150 O 2.776 7.249 0.431  P145 1.591, C151 1.436
151 C 2.870 8.181 -0.657  O150 1.436, C152 1.533, H163 1.090, H164 1.090
152 C 3.625 9.467 -0.300  C151 1.533, H165 1.090, H166 1.090, H167 1.090
153 H 6.419 5.367 -1.302  C142 1.090
154 H 6.610 3.580 -1.371  C142 1.090
155 H 5.044 4.405 -1.763  C142 1.090
156 H 4.675 3.543 0.406  C143 1.090
157 H 6.162 4.313 0.943  C143 1.090
158 H 3.823 6.210 2.751  C148 1.090
159 H 2.355 5.745 3.601  C148 1.090
160 H 4.048 4.066 4.398  C149 1.090
161 H 2.746 3.364 3.430  C149 1.090
162 H 4.390 3.662 2.760  C149 1.090
163 H 3.440 7.772 -1.491  C151 1.090
164 H 1.818 8.306 -0.914  C151 1.090
165 H 3.721 10.070 -1.202  C152 1.090
166 H 3.129 10.032 0.490  C152 1.090
167 H 4.549 9.285 0.248  C152 1.090
168 C 3.246 -3.431 1.748  C169 1.548, H179 1.090, H180 1.090, H181 1.090
169 C 2.419 -4.454 0.932  C168 1.548, O170 1.444, H182 1.090, H183 1.090
170 O 1.805 -5.365 1.869  C169 1.444, P171 1.643
171 P 0.307 -5.964 1.559  O170 1.643, O172 1.476, O173 1.632, O176 1.652
172 O 0.175 -6.698 0.285  P171 1.476
173 O 0.011 -6.892 2.869  P171 1.632, C174 1.440
174 C -1.270 -7.544 2.951  O173 1.440, C175 1.523, H184 1.090, H185 1.090
175 C -1.079 -8.926 3.561  C174 1.523, H186 1.090, H187 1.090, H188 1.090
176 O -0.665 -4.630 1.612  P171 1.652, C177 1.443
177 C -0.518 -3.496 2.493  O176 1.443, C178 1.605, H189 1.090, H190 1.090
178 C -0.764 -3.952 4.013  C177 1.605, H191 1.090, H192 1.090, H193 1.090
179 H 4.066 -3.926 2.268  C168 1.090
180 H 3.766 -2.806 1.022  C168 1.090
181 H 2.666 -2.790 2.412  C168 1.090
182 H 1.700 -3.920 0.311  C169 1.090
183 H 3.072 -4.928 0.199  C169 1.090
184 H -1.847 -6.986 3.689  C174 1.090
185 H -1.857 -7.521 2.032  C174 1.090
186 H -0.335 -8.913 4.358  C175 1.090
187 H -2.068 -9.248 3.884  C175 1.090
188 H -0.688 -9.560 2.765  C175 1.090
189 H 0.499 -3.111 2.423  C177 1.090
190 H -1.315 -2.799 2.234  C177 1.090
191 H -0.411 -3.173 4.688  C178 1.090
192 H -1.814 -3.936 4.305  C178 1.090
193 H -0.375 -4.915 4.343  C178 1.090
194 C -0.072 -5.640 -3.672  C195 1.562, H205 1.090, H206 1.090, H207 1.090
195 C -1.032 -4.965 -2.641  C194 1.562, O196 1.414, H208 1.090, H209 1.090
196 O -1.872 -3.982 -3.214  C195 1.414, P197 1.597
197 P -3.286 -4.391 -3.834  O196 1.597, O198 1.506, O199 1.627, O202 1.652
198 O -4.208 -5.277 -3.040  P197 1.506
199 O -4.035 -3.028 -4.313  P197 1.627, C200 1.474
200 C -4.538 -2.077 -3.305  O199 1.474, C201 1.529, H210 1.090, H211 1.090
201 C -4.955 -0.770 -3.979  C200 1.529, H212 1.090, H213 1.090, H214 1.090
202 O -2.838 -5.079 -5.268  P197 1.652, C203 1.393
203 C -3.792 -5.601 -6.138  O202 1.393, C204 1.541, H215 1.090, H216 1.090
204 C -3.088 -5.800 -7.495  C203 1.541, H217 1.090, H218 1.090, H219 1.090
205 H 0.635 -4.948 -4.130  C194 1.090
206 H 0.455 -6.386 -3.079  C194 1.090
207 H -0.600 -6.258 -4.398  C194 1.090
208 H -1.619 -5.736 -2.141  C195 1.090
209 H -0.463 -4.484 -1.846  C195 1.090
210 H -5.332 -2.583 -2.756  C200 1.090
211 H -3.711 -1.821 -2.642  C200 1.090
212 H -4.347 -0.462 -4.830  C201 1.090
213 H -5.944 -0.870 -4.426  C201 1.090
214 H -4.945 0.045 -3.257  C201 1.090
215 H -4.093 -6.592 -5.798  C203 1.090
216 H -4.705 -5.006 -6.148  C203 1.090
217 H -3.770 -6.233 -8.227  C204 1.090
218 H -2.614 -4.887 -7.855  C204 1.090
219 H -2.297 -6.548 -7.443  C204 1.090

=====

Number 1: total energy -18058.6515 eV. Number 2: total energy -20310.6660 eV. Number 3: total energy -189423.1463 eV.